1.
Density functional theory data (wB97M-V/def2-TZVPD) for an isolated molecule of C2H4O3.

The spin multiplicity is 3. The value obtained for the largest force on an atom is 14.73 eV Å⁻¹. For the gap between HOMO and LUMO (alpha / beta), the calculation gives 0.2790 / 0.3723 Ha. Its expectation value of S² is 2.01.

Last column: Löwdin charge in e.
Positions of all 9 atoms, in Å:
C -0.28 0.41 -0.12  -0.6597
C 0.80 -0.67 -0.16  0.0451
O -0.15 1.45 -0.98  0.1153
O -0.04 1.63 0.45  0.0876
O -1.59 -0.10 0.10  0.0704
H 0.91 -1.09 0.83  0.0912
H 1.75 -0.38 -0.54  0.0864
H 0.36 -1.51 -0.56  0.0595
H -1.75 0.25 0.98  0.1043

---

2.
Density functional theory data (wB97M-V/def2-TZVPD) for the ion C2H4O3P with charge -1.

The spin multiplicity is 1. The value obtained for the largest force on an atom is 3.59 eV Å⁻¹. For the gap between HOMO and LUMO, the calculation gives 0.3251 Ha. As for the SMILES: O=[PH2]CC(=O)[O-]. Its charge is -1.

Last column: Löwdin charge in e.
Positions of all 10 atoms, in Å:
C 0.31 -1.24 -0.88  -0.8280
C 0.64 -0.36 0.33  -0.2221
O 1.22 -1.86 -1.46  -0.0794
O -0.92 -1.15 -1.18  -0.1406
O -0.21 2.12 1.27  -0.5386
P -0.64 1.05 0.36  0.6653
H 0.53 -0.91 1.26  0.0637
H 1.72 0.14 0.28  0.1157
H -0.81 1.45 -0.90  -0.0180
H -1.82 0.76 0.92  -0.0180

---

3.
Density functional theory data (wB97M-V/def2-TZVPD) for a cluster of 2 separate species, C2H4O3P in total.

The spin multiplicity is 1. The value obtained for the largest force on an atom is 3.55 eV Å⁻¹. For the gap between HOMO and LUMO (alpha / beta), the calculation gives 0.2985 / 0.2984 Ha. Its charge is -1.

Last column: Löwdin charge in e.
Positions of all 10 atoms, in Å:
C -0.27 0.74 0.33  -0.2354
C 1.77 -0.42 -0.15  -0.0145
O -3.01 0.39 0.62  -0.3748
O -1.66 -1.59 -0.36  -0.3631
O -0.91 0.97 -0.90  -0.2598
P -1.75 -0.20 0.12  0.3143
H 0.06 1.62 0.86  0.0437
H 1.94 -0.86 0.81  -0.0389
H 2.40 0.41 -0.42  -0.0434
H 1.43 -1.07 -0.92  -0.0282

---

4.
Density functional theory data (wB97M-V/def2-TZVPD) for a cluster of 2 separate species, C2H4O3S in total.

The spin multiplicity is 1. The value obtained for the largest force on an atom is 3.65 eV Å⁻¹. For the gap between HOMO and LUMO, the calculation gives 0.3493 Ha. As for the SMILES: O=CC(=O)S.O.

Last column: Löwdin charge in e.
Positions of all 10 atoms, in Å:
C -0.70 1.13 0.29  -0.2587
C 0.05 0.83 1.65  -0.6978
O -0.47 0.35 2.67  0.0034
O -0.24 1.84 -0.57  -0.0011
O 0.07 -1.02 -0.73  -0.0988
S 1.68 1.56 1.64  0.8392
H -1.70 0.73 0.09  0.1280
H 1.10 -1.06 -0.94  0.1264
H -0.34 -1.27 -1.58  0.0668
H 1.76 2.02 0.37  -0.1073

---

5.
Density functional theory data (wB97M-V/def2-TZVPD) for an isolated molecule of C2H4O3S.

The spin multiplicity is 1. The value obtained for the largest force on an atom is 5.40 eV Å⁻¹. For the gap between HOMO and LUMO (alpha / beta), the calculation gives 0.3330 / 0.3329 Ha.

Last column: Löwdin charge in e.
Positions of all 10 atoms, in Å:
C 0.31 -0.94 0.54  -0.1188
C 0.24 0.85 -0.87  -0.1332
O 1.94 0.98 1.01  -0.2934
O 2.54 -0.49 -0.79  -0.2569
O -0.48 1.82 -0.32  0.0641
S 1.54 0.04 0.02  0.4480
H -0.15 -0.71 1.52  0.0658
H -0.03 -1.92 0.15  0.0653
H -0.05 0.60 -1.78  0.0704
H -0.25 1.87 0.58  0.0887

---

6.
Density functional theory data (wB97M-V/def2-TZVPD) for a structure of composition C2H4O3S2.

The spin multiplicity is 1. The value obtained for the largest force on an atom is 3.97 eV Å⁻¹. For the gap between HOMO and LUMO, the calculation gives 0.3183 Ha.

Last column: Löwdin charge in e.
Positions of all 11 atoms, in Å:
C -1.25 -0.14 0.77  -0.1090
C 0.25 1.00 -0.35  -0.5429
O 0.99 -1.50 -0.57  -0.3160
O 2.24 -0.30 1.18  -0.2480
O -0.24 -0.55 1.58  -0.2533
S 0.11 0.88 -2.14  0.7607
S 1.07 -0.46 0.42  0.6449
H -2.14 0.31 1.20  0.0962
H -1.42 -0.88 -0.07  0.0948
H 0.25 2.02 0.11  0.0706
H 0.14 -0.38 -2.14  -0.1981

---

7.
Density functional theory data (wB97M-V/def2-TZVPD) for an isolated molecule of C2H4O4.

The spin multiplicity is 1. The value obtained for the largest force on an atom is 3.74 eV Å⁻¹. For the gap between HOMO and LUMO, the calculation gives 0.3308 Ha.

Last column: Löwdin charge in e.
Positions of all 10 atoms, in Å:
C -0.49 -0.62 0.26  -0.5552
C 0.85 0.09 0.11  -0.2971
O -0.33 -1.24 -0.88  -0.0625
O -1.55 0.34 0.46  -0.0485
O 0.94 1.05 -0.74  0.2042
O 1.94 -0.56 0.46  0.1296
H -0.53 -1.34 1.10  0.1483
H -2.25 0.24 -0.29  0.1449
H 0.10 1.32 -1.00  0.1027
H 2.82 -0.54 -0.15  0.2337

---

8.
Density functional theory data (wB97M-V/def2-TZVPD) for a cluster of 2 separate species, C2H4O4PS in total.

The spin multiplicity is 1. The value obtained for the largest force on an atom is 4.03 eV Å⁻¹. For the gap between HOMO and LUMO (alpha / beta), the calculation gives 0.2514 / 0.2199 Ha. Its charge is -1.

Last column: Löwdin charge in e.
Positions of all 12 atoms, in Å:
C -0.50 -0.15 0.08  -0.4196
C -2.75 0.64 -0.16  -0.0431
O 3.18 0.42 -1.63  -0.4239
O -0.98 -1.23 0.46  -0.1103
O 2.71 -1.50 0.01  -0.3316
O -1.28 0.81 -0.30  -0.1466
P 2.72 0.08 -0.28  0.1258
S 3.52 0.99 1.31  0.0381
H -3.23 1.17 -1.03  0.0944
H -3.01 1.00 0.82  0.0745
H -2.82 -0.40 -0.20  0.0326
H 2.43 -1.82 0.94  0.1098

---

9.
Density functional theory data (wB97M-V/def2-TZVPD) for a cluster of 3 separate species, C2H4O4S in total.

The spin multiplicity is 1. The value obtained for the largest force on an atom is 3.72 eV Å⁻¹. For the gap between HOMO and LUMO, the calculation gives 0.3260 Ha.

Last column: Löwdin charge in e.
Positions of all 11 atoms, in Å:
C -2.06 1.67 0.50  -0.0103
C -2.30 0.64 -0.04  -0.0197
O -0.93 -2.24 1.61  -0.4542
O -1.38 -0.42 3.19  -0.4287
O 1.92 -1.75 1.31  -0.1109
O 1.58 -1.25 0.10  -0.0732
S -0.59 -1.58 2.87  0.9076
H -1.93 2.55 1.10  0.0224
H 0.90 -1.83 -0.21  0.0722
H -2.61 -0.37 -0.17  0.0196
H 2.51 -1.06 1.50  0.0750

---

10.
Density functional theory data (wB97M-V/def2-TZVPD) for an isolated molecule of C2H4O4S.

The spin multiplicity is 1. The value obtained for the largest force on an atom is 4.22 eV Å⁻¹. For the gap between HOMO and LUMO, the calculation gives 0.3795 Ha. As for the SMILES: O=S1(=O)[C@H](O)[C@H]1O.

Last column: Löwdin charge in e.
Positions of all 11 atoms, in Å:
C 0.09 -0.52 0.59  -0.3581
C -0.02 0.54 -0.52  -0.4078
O 2.54 -1.03 -0.73  -0.3361
O 2.29 1.04 0.73  -0.3479
O -0.62 -1.71 0.36  -0.0092
O -0.45 1.74 -0.25  0.0393
S 1.65 -0.03 -0.10  0.8332
H 0.01 -0.16 1.67  0.1703
H -0.44 0.35 -1.48  0.1458
H -0.03 -2.32 -0.14  0.1159
H -0.15 2.10 0.64  0.1548

---

11.
Density functional theory data (wB97M-V/def2-TZVPD) for a cluster of 2 separate species, C2H4OP2 in total.

The spin multiplicity is 1. The value obtained for the largest force on an atom is 3.24 eV Å⁻¹. For the gap between HOMO and LUMO (alpha / beta), the calculation gives 0.2600 / 0.2601 Ha.

Last column: Löwdin charge in e.
Positions of all 9 atoms, in Å:
C -2.74 0.91 -0.15  -0.1721
C -1.63 1.05 0.34  -0.2167
O 1.89 1.29 -0.54  -0.4416
P 0.80 -1.38 -0.01  0.4355
P 1.25 0.54 0.80  0.6717
H -3.73 0.83 -0.42  -0.0578
H 1.64 0.91 -1.39  0.0281
H 0.42 -2.02 1.19  -0.1407
H 2.09 -2.12 0.19  -0.1063

---

12.
Density functional theory data (wB97M-V/def2-TZVPD) for an isolated molecule of C2H4OS.

The spin multiplicity is 1. The value obtained for the largest force on an atom is 3.36 eV Å⁻¹. For the gap between HOMO and LUMO, the calculation gives 0.3608 Ha. As for the SMILES: O=CCS.

Last column: Löwdin charge in e.
Positions of all 8 atoms, in Å:
C 1.12 0.17 -0.28  -0.2455
C -0.40 -0.54 0.01  -0.5040
O 1.80 1.09 0.15  0.0256
S -1.74 0.67 -0.05  0.6770
H -0.55 -1.25 -0.79  0.0440
H 1.53 -0.44 -1.11  0.0949
H -0.37 -1.01 0.99  0.0534
H -1.39 1.31 1.07  -0.1453

---

13.
Density functional theory data (wB97M-V/def2-TZVPD) for an isolated molecule of C2H4OS.

The spin multiplicity is 1. The value obtained for the largest force on an atom is 5.90 eV Å⁻¹. For the gap between HOMO and LUMO, the calculation gives 0.3474 Ha. As for the SMILES: COC=S.

Last column: Löwdin charge in e.
Positions of all 8 atoms, in Å:
C -0.81 -0.57 -0.01  -0.2086
C 0.88 0.89 -0.06  -0.8005
H -0.71 -0.76 1.12  0.1165
H -0.39 -1.42 -0.67  0.0875
H -2.02 -0.49 -0.35  0.1526
H 1.49 1.92 0.14  0.1195
O -0.37 0.71 -0.11  -0.1793
S 1.94 -0.28 -0.06  0.7122

---

14.
Density functional theory data (wB97M-V/def2-TZVPD) for an isolated molecule of C2H4OS2.

The spin multiplicity is 1. The value obtained for the largest force on an atom is 5.61 eV Å⁻¹. For the gap between HOMO and LUMO, the calculation gives 0.2965 Ha. As for the SMILES: OC(=S)CS.

Last column: Löwdin charge in e.
Positions of all 9 atoms, in Å:
C 0.26 -0.60 0.26  -0.6684
C -1.02 0.27 0.04  -0.9803
H 1.93 -0.89 -1.18  0.0568
H 0.20 -1.61 -0.30  0.1144
H 0.14 -0.62 1.31  0.0552
H 0.13 1.80 -0.08  0.0274
O -0.78 1.54 0.03  -0.0667
S 1.72 0.22 -0.02  0.7458
S -2.58 -0.09 -0.06  0.7157

---

15.
Density functional theory data (wB97M-V/def2-TZVPD) for a cluster of 2 separate species, C2H4OS2 in total.

The spin multiplicity is 3. The value obtained for the largest force on an atom is 0.57 eV Å⁻¹. For the gap between HOMO and LUMO (alpha / beta), the calculation gives 0.3140 / 0.2981 Ha. Its expectation value of S² is 2.01.

Last column: Löwdin charge in e.
Positions of all 9 atoms, in Å:
C -1.24 -0.12 0.70  -0.4318
C 0.99 1.38 -0.38  -0.3504
O -0.98 -3.43 -0.77  -0.7042
S -0.95 -3.42 0.70  0.6808
S -0.03 -0.17 -0.36  0.7746
H -1.35 0.79 1.28  -0.0532
H 1.05 1.72 -1.40  0.0248
H 1.98 1.12 -0.01  0.0266
H 0.53 2.13 0.25  0.0328

---

16.
Density functional theory data (wB97M-V/def2-TZVPD) for a cluster of 2 separate species, C2H4OS3 in total.

The spin multiplicity is 1. The value obtained for the largest force on an atom is 3.31 eV Å⁻¹. For the gap between HOMO and LUMO (alpha / beta), the calculation gives 0.2563 / 0.2562 Ha.

Last column: Löwdin charge in e.
Positions of all 10 atoms, in Å:
C -0.01 -1.25 0.15  -0.7701
C 0.30 -0.22 -0.78  -0.2084
O 4.72 0.68 -1.71  -0.5997
S 0.94 -1.87 1.24  0.7029
S 3.22 0.50 0.70  0.2612
S 4.83 0.31 -0.31  0.4267
H -1.01 -1.66 0.07  0.0430
H 0.39 -0.79 -1.67  0.0741
H 1.29 0.21 -0.51  -0.0462
H -0.40 0.67 -0.92  0.1164

---

17.
Density functional theory data (wB97M-V/def2-TZVPD) for an isolated molecule of C2H4OS3.

The spin multiplicity is 3. The value obtained for the largest force on an atom is 4.32 eV Å⁻¹. For the gap between HOMO and LUMO (alpha / beta), the calculation gives 0.2455 / 0.2556 Ha. Its expectation value of S² is 2.01.

Last column: Löwdin charge in e.
Positions of all 10 atoms, in Å:
C 1.13 0.72 0.13  -1.3081
C -0.30 0.19 -0.24  -0.5314
O 1.37 0.31 1.35  -0.0362
S 1.50 2.42 -0.34  0.5533
S 2.39 0.75 -1.17  0.5486
S -0.18 -1.63 -0.49  0.6964
H -0.58 0.82 -1.03  0.0297
H -0.96 0.37 0.70  0.1154
H 2.24 0.57 1.53  0.0695
H 0.98 -1.61 0.20  -0.1372

---

18.
Density functional theory data (wB97M-V/def2-TZVPD) for an isolated molecule of C2H4OSi.

The spin multiplicity is 1. The value obtained for the largest force on an atom is 8.60 eV Å⁻¹. For the gap between HOMO and LUMO, the calculation gives 0.4005 Ha. As for the SMILES: C#CO[SiH3].

Last column: Löwdin charge in e.
Positions of all 8 atoms, in Å:
C 2.64 -1.85 0.52  0.0672
C 1.95 -0.88 0.53  -0.0277
O 0.87 0.37 0.36  -0.3676
Si -0.59 0.53 -0.31  0.5099
H 3.34 -2.63 0.61  0.0192
H -1.41 -0.68 -0.24  -0.0718
H -0.45 0.97 -1.70  -0.0737
H -1.07 1.61 0.56  -0.0555

---

19.
Density functional theory data (wB97M-V/def2-TZVPD) for an isolated molecule of C2H4P2.

The spin multiplicity is 1. The value obtained for the largest force on an atom is 2.30 eV Å⁻¹. For the gap between HOMO and LUMO, the calculation gives 0.3591 Ha. As for the SMILES: C#C[PH]#[PH2].

Last column: Löwdin charge in e.
Positions of all 8 atoms, in Å:
C -1.35 -0.03 0.17  -0.5495
C -2.32 0.68 0.30  0.0246
P 0.11 -0.98 0.31  0.5095
P 1.78 0.46 0.38  0.5009
H 0.17 -1.41 -1.09  -0.0787
H -2.97 1.47 0.54  0.0083
H 2.02 0.43 -0.94  -0.2004
H 2.56 -0.63 0.34  -0.2145

---

20.
Density functional theory data (wB97M-V/def2-TZVPD) for an isolated molecule of C2H4P2.

The spin multiplicity is 1. The value obtained for the largest force on an atom is 4.02 eV Å⁻¹. For the gap between HOMO and LUMO (alpha / beta), the calculation gives 0.2625 / 0.2617 Ha.

Last column: Löwdin charge in e.
Positions of all 8 atoms, in Å:
C 1.47 0.67 0.47  -0.3888
C -1.04 -0.39 -0.33  -0.9258
P 0.00 1.14 -0.06  0.7939
P -2.84 -0.33 0.22  0.5977
H 1.89 -0.32 0.54  -0.0025
H 2.27 1.33 0.40  -0.0548
H -1.05 -0.68 -1.30  -0.0630
H -0.70 -1.42 0.06  0.0433

---

| no. | total energy (hartree) |
| --- | --- |
| 1 | -304.0561 |
| 2 | -645.7517 |
| 3 | -645.6864 |
| 4 | -702.4756 |
| 5 | -702.3716 |
| 6 | -1100.5633 |
| 7 | -379.4831 |
| 8 | -1119.1551 |
| 9 | -777.5417 |
| 10 | -777.6354 |
| 11 | -836.3474 |
| 12 | -551.9839 |
| 13 | -551.9455 |
| 14 | -950.1423 |
| 15 | -950.0568 |
| 16 | -1348.3345 |
| 17 | -1348.2718 |
| 18 | -443.1877 |
| 19 | -761.1992 |
| 20 | -761.1531 |